Record 1
{
  "formula": "C31H57As2GeInN2O10S5SbSe4Si3",
  "method": "ωB97M-V/def2-TZVPD",
  "elements": ["In", "Se", "Sb", "Se", "Se", "Se", "O", "C", "S", "C", "C", "S", "S", "S", "C", "O", "C", "O", "C", "C", "As", "C", "C", "C", "As", "C", "C", "O", "O", "C", "C", "O", "O", "C", "C", "O", "O", "C", "H", "H", "H", "H", "H", "H", "H", "H", "H", "H", "H", "H", "H", "H", "H", "H", "H", "H", "C", "C", "C", "O", "H", "H", "H", "H", "H", "H", "C", "Si", "C", "C", "Ge", "Si", "C", "C", "C", "Si", "C", "C", "C", "H", "H", "H", "H", "H", "H", "H", "H", "H", "H", "H", "H", "H", "H", "H", "H", "H", "H", "H", "H", "H", "H", "H", "H", "H", "H", "H", "C", "N", "C", "N", "S", "H", "H", "H", "H", "H", "H"],
  "coordinates": [[-1.771, 1.046, -1.494], [-6.615, 0.094, -2.056], [-5.087, 1.152, -0.425], [-2.821, -0.975, -0.367], [-3.617, 2.646, -2.093], [-7.029, 2.609, -0.008], [2.566, -5.652, 0.400], [1.836, -4.693, 0.322], [2.061, -3.178, 1.178], [0.619, -2.355, 0.596], [-0.134, -3.022, -0.280], [-1.581, -2.660, -1.200], [0.394, -4.648, -0.705], [0.419, -0.700, 1.146], [3.654, -1.937, -2.879], [3.175, -0.890, -3.719], [2.826, 0.279, -3.109], [1.748, 0.836, -3.741], [3.515, 0.863, -2.118], [4.864, 0.452, -1.652], [6.122, 1.452, -2.667], [7.923, 1.014, -1.987], [5.834, 3.168, -1.701], [4.608, 3.545, -1.328], [2.909, 2.468, -1.193], [2.035, 3.580, -2.586], [4.337, 4.923, -0.842], [3.893, 5.169, 0.259], [4.551, 5.970, -1.666], [4.815, 5.812, -3.066], [7.018, 4.043, -1.594], [7.672, 4.411, -2.541], [7.424, 4.421, -0.353], [6.978, 3.722, 0.817], [4.996, 0.179, -0.277], [4.095, -0.048, 0.534], [6.316, 0.145, 0.178], [6.454, -0.147, 1.553], [3.490, -2.863, -3.432], [3.093, -1.958, -1.939], [4.707, -1.806, -2.639], [7.958, -0.062, -1.826], [8.151, 1.505, -1.044], [8.653, 1.304, -2.742], [2.495, 3.419, -3.559], [2.109, 4.633, -2.301], [0.984, 3.305, -2.636], [5.842, 6.108, -3.266], [4.122, 6.472, -3.588], [4.667, 4.788, -3.397], [7.172, 4.393, 1.650], [7.556, 2.804, 0.936], [5.920, 3.477, 0.787], [7.512, -0.020, 1.785], [6.151, -1.173, 1.780], [5.853, 0.523, 2.171], [-0.449, 1.160, -4.438], [0.401, 0.330, -3.484], [0.298, -1.155, -3.823], [0.084, 0.535, -2.157], [-0.046, 1.108, -5.449], [-0.455, 2.204, -4.119], [-1.477, 0.788, -4.457], [0.738, -1.362, -4.799], [-0.752, -1.452, -3.823], [0.809, -1.743, -3.064], [-1.319, -3.326, 5.545], [-1.497, -2.955, 3.699], [-3.289, -2.553, 3.330], [-1.022, -4.517, 2.784], [-0.104, -1.036, 3.350], [-1.348, 0.874, 4.096], [-2.009, 0.422, 5.812], [-0.228, 2.374, 4.326], [-2.824, 1.319, 3.037], [2.011, -0.970, 4.482], [2.977, -2.586, 4.562], [3.048, 0.354, 3.665], [1.675, -0.510, 6.288], [-1.902, -4.214, 5.810], [-1.666, -2.497, 6.164], [-0.274, -3.521, 5.801], [-3.926, -3.395, 3.619], [-3.438, -2.362, 2.267], [-3.628, -1.672, 3.877], [-1.585, -5.355, 3.205], [0.044, -4.739, 2.876], [-1.262, -4.448, 1.722], [-1.241, -0.005, 6.459], [-2.832, -0.293, 5.741], [-2.395, 1.323, 6.299], [0.270, 2.349, 5.297], [-0.822, 3.291, 4.274], [0.542, 2.429, 3.551], [-3.604, 0.559, 3.109], [-2.553, 1.414, 1.985], [-3.249, 2.271, 3.368], [3.595, -2.728, 3.675], [2.328, -3.459, 4.658], [3.634, -2.551, 5.437], [3.108, 0.194, 2.582], [4.067, 0.338, 4.067], [2.632, 1.349, 3.834], [1.037, -1.257, 6.767], [1.183, 0.460, 6.382], [2.616, -0.468, 6.845], [0.498, 6.193, 0.530], [0.455, 4.749, 0.522], [-0.635, 4.025, 0.271], [-1.743, 4.649, -0.132], [-0.521, 2.338, 0.473], [1.487, 6.494, 0.863], [-0.254, 6.609, 1.207], [0.343, 6.606, -0.472], [1.291, 4.242, 0.782], [-1.704, 5.612, -0.421], [-2.506, 4.077, -0.499]],
  "forces_ev_per_angstrom": [[0.62, 0.49, 0.26], [-0.11, 0.04, 0.09], [-0.34, 0.40, -0.19], [0.15, -0.90, 0.25], [0.00, -0.18, -0.10], [0.01, -0.01, -0.03], [-0.08, 0.09, 0.00], [0.06, -0.07, -0.01], [0.10, 0.07, 0.04], [0.28, 0.19, 0.19], [-0.19, -0.16, -0.22], [-0.26, 0.19, -0.09], [0.03, -0.04, -0.03], [-0.03, 0.04, 0.07], [-0.05, -0.10, 0.02], [0.02, 0.03, 0.09], [-0.27, -0.06, -0.02], [0.13, 0.17, 0.33], [-0.10, 0.03, -0.16], [-0.05, 0.25, 0.11], [0.04, -0.17, 0.07], [0.02, 0.04, 0.00], [-0.05, -0.03, 0.00], [-0.17, -0.05, -0.13], [0.05, 0.07, -0.07], [-0.03, -0.06, 0.05], [-0.01, 0.11, 0.27], [-0.05, -0.06, -0.05], [-0.04, 0.04, -0.08], [0.00, 0.00, 0.00], [0.10, 0.03, -0.01], [-0.07, 0.07, 0.01], [-0.01, -0.03, -0.03], [0.01, -0.04, 0.02], [0.03, -0.10, -0.10], [-0.05, -0.11, 0.01], [0.01, 0.06, 0.06], [0.00, -0.05, -0.03], [-0.02, 0.00, 0.00], [0.01, 0.02, 0.00], [-0.01, -0.02, -0.03], [0.01, 0.00, -0.02], [-0.01, -0.04, 0.01], [0.00, 0.02, 0.01], [-0.03, 0.00, -0.03], [0.01, 0.00, 0.03], [-0.05, -0.04, -0.01], [0.00, -0.02, 0.00], [0.01, 0.01, 0.00], [0.00, -0.01, 0.00], [0.02, 0.00, 0.00], [-0.02, -0.01, -0.01], [0.00, 0.03, 0.01], [0.00, -0.01, -0.01], [-0.01, 0.03, 0.00], [-0.02, 0.03, 0.01], [0.03, 0.02, -0.04], [0.17, -0.25, -0.11], [0.09, 0.07, -0.11], [-0.21, 0.21, -0.22], [-0.02, -0.02, -0.01], [0.02, 0.02, 0.00], [-0.01, 0.01, 0.03], [-0.01, -0.01, 0.00], [0.01, 0.03, 0.01], [0.04, -0.04, 0.03], [0.02, 0.03, -0.02], [0.05, 0.02, 0.14], [-0.01, -0.03, 0.04], [0.07, 0.03, -0.04], [0.04, -0.06, -0.20], [-0.03, 0.07, 0.13], [-0.02, 0.02, -0.03], [0.10, -0.02, -0.14], [0.01, -0.14, -0.10], [0.03, 0.11, 0.15], [-0.05, -0.02, -0.08], [-0.04, -0.09, -0.08], [-0.04, -0.04, -0.01], [-0.01, 0.00, 0.00], [0.00, 0.02, 0.00], [-0.01, -0.01, 0.00], [0.00, -0.01, -0.01], [0.00, 0.03, -0.04], [0.00, 0.00, 0.01], [0.00, -0.01, 0.00], [-0.05, 0.00, 0.00], [0.00, 0.00, 0.01], [0.02, 0.01, 0.00], [0.01, -0.02, 0.00], [-0.01, 0.00, 0.00], [0.02, -0.02, 0.01], [-0.01, 0.01, 0.01], [-0.09, 0.03, 0.01], [-0.02, -0.02, 0.00], [-0.04, 0.02, 0.09], [0.01, 0.02, 0.00], [-0.01, 0.01, 0.00], [-0.01, -0.02, 0.02], [0.02, -0.01, -0.01], [0.08, 0.02, 0.08], [-0.02, 0.00, 0.00], [-0.02, 0.01, 0.02], [0.00, 0.00, 0.02], [0.00, 0.02, -0.01], [0.00, 0.01, -0.02], [0.01, 0.04, -0.07], [0.04, 0.09, 0.32], [0.11, 0.07, -0.41], [0.04, -0.06, 0.14], [0.05, -0.25, 0.14], [0.05, 0.02, -0.02], [0.01, -0.01, -0.01], [0.00, -0.01, 0.00], [0.02, -0.09, -0.13], [0.00, 0.00, -0.01], [-0.02, 0.01, -0.04]],
  "lowdin_charge": [-0.03, -0.18, -0.03, 0.11, 0.03, -0.26, -0.08, -1.02, 0.98, -1.05, -1.08, 0.41, 0.94, 0.49, -0.07, -0.07, -0.39, -0.02, -0.39, -0.46, 1.28, -0.32, -0.34, -0.34, 1.35, -0.28, -0.56, 0.06, -0.03, -0.05, -0.55, 0.08, -0.03, -0.04, -0.58, -0.03, -0.14, -0.10, 0.09, 0.09, 0.07, 0.01, 0.01, 0.00, 0.03, 0.01, 0.00, 0.09, 0.09, 0.08, 0.09, 0.08, 0.08, 0.08, 0.09, 0.07, -0.02, -0.67, -0.01, -0.28, 0.09, 0.07, 0.08, 0.09, 0.07, 0.07, -0.22, 0.36, -0.21, -0.21, 0.50, 0.34, -0.23, -0.22, -0.23, 0.34, -0.23, -0.21, -0.23, 0.03, 0.01, 0.02, 0.03, -0.01, 0.01, 0.03, 0.02, 0.01, 0.01, 0.01, 0.03, 0.02, 0.03, 0.00, 0.02, -0.05, 0.04, 0.00, 0.02, 0.02, 0.00, 0.03, 0.02, 0.02, 0.00, 0.02, -0.07, -0.04, -0.80, 0.12, 0.64, 0.08, 0.09, 0.09, 0.09, 0.10, -0.05],
  "homo_ev": [-2.391, -2.391],
  "s2": 0.761,
  "orbital_gap_ev": [5.92, 5.39],
  "largest_force_ha_per_bohr": 0.01839,
  "multiplicity": 2,
  "lumo_ha": [0.130, 0.110],
  "relative_energy_kj_mol": 0.0,
  "total_charge": -2
}

Record 2
{
  "formula": "C7H9BiO5P",
  "method": "ωB97M-V/def2-TZVPD",
  "elements": ["O", "C", "Bi", "O", "C", "C", "O", "C", "O", "C", "P", "C", "C", "O", "H", "H", "H", "H", "H", "H", "H", "H", "H"],
  "coordinates": [[-0.006, -3.428, -1.937], [-0.151, -2.310, -2.049], [-0.563, 0.278, -2.066], [-2.808, 0.167, -5.220], [-2.060, 0.175, -4.380], [1.968, 0.184, -2.378], [3.109, 0.169, -2.429], [-0.116, 2.793, -2.281], [-0.016, 3.820, -1.759], [-0.466, 0.437, 2.917], [-0.026, -0.101, 1.258], [-0.744, -1.756, 1.364], [1.562, 0.749, 1.163], [-0.915, 0.630, 0.217], [0.367, 0.824, 3.494], [-0.808, -0.364, 3.564], [-1.241, 1.209, 2.862], [-1.829, -1.638, 1.578], [-0.645, -2.344, 0.458], [-0.390, -2.421, 2.148], [2.110, 0.595, 0.238], [1.382, 1.836, 1.307], [2.286, 0.495, 1.932]],
  "forces_ev_per_angstrom": [[-0.37, 2.83, -0.41], [0.49, -3.38, 0.33], [-0.92, 0.44, 1.93], [1.30, 0.00, 1.33], [-1.59, 0.01, -1.68], [4.49, -0.01, -0.14], [-4.15, 0.03, 0.07], [0.51, 5.34, 2.91], [-0.44, -4.72, -2.77], [-0.38, 0.40, 0.52], [-0.67, 0.66, 4.40], [0.30, -1.14, -0.76], [1.11, -0.39, -0.70], [-0.13, 0.16, -4.09], [0.33, 0.42, -0.32], [-0.45, -0.30, -0.29], [0.04, -0.06, 0.06], [0.63, 0.54, -0.22], [-0.07, -0.11, -0.25], [0.51, 0.31, 0.27], [0.08, 0.06, -0.32], [-0.46, -0.65, -0.16], [-0.16, -0.44, 0.31]],
  "lowdin_charge": [0.23, -0.04, 1.82, 0.21, -0.04, -0.03, 0.25, -0.01, 0.22, -0.14, 0.67, -0.14, -0.14, -0.55, 0.08, 0.08, 0.09, 0.12, 0.01, 0.09, 0.01, 0.11, 0.09],
  "homo_ev": -22.008,
  "orbital_gap_ev": 7.69,
  "largest_force_ha_per_bohr": 0.11868,
  "lumo_ha": -0.526,
  "total_charge": 3
}

Record 3
{
  "formula": "C25H18Br3N2O7P",
  "method": "ωB97M-V/def2-TZVPD",
  "elements": ["C", "C", "Br", "C", "Br", "C", "C", "C", "C", "P", "O", "Br", "C", "C", "C", "O", "C", "C", "C", "O", "H", "H", "H", "H", "H", "H", "H", "H", "C", "C", "C", "C", "C", "C", "N", "O", "O", "H", "H", "H", "H", "H", "C", "C", "C", "C", "C", "C", "N", "O", "O", "H", "H", "H", "H", "H"],
  "coordinates": [[3.756, -2.197, 4.000], [4.514, -1.386, 2.749], [6.492, -1.139, 2.917], [3.685, -0.918, 1.566], [4.511, 0.074, 0.037], [2.057, -1.281, 1.696], [1.522, -2.644, 0.958], [-0.098, -2.996, 1.155], [-1.073, -1.987, 2.065], [-2.940, -2.400, 2.359], [-2.897, -3.499, 3.754], [-3.685, -3.496, 0.489], [-0.460, -0.612, 2.734], [1.156, -0.219, 2.561], [1.708, 1.176, 3.257], [2.960, 1.345, 3.743], [0.595, 2.423, 3.308], [-0.869, 2.059, 3.481], [-1.343, 0.464, 3.651], [-2.323, 0.103, 4.491], [2.790, -1.605, 4.375], [3.329, -3.230, 3.582], [4.439, -2.324, 4.942], [2.260, -3.336, 0.326], [-0.486, -3.984, 0.659], [-2.470, -3.014, 4.545], [0.966, 3.529, 3.201], [-1.659, 2.930, 3.536], [-4.280, -0.356, -1.631], [-4.902, 0.777, -2.158], [-4.621, 2.039, -1.631], [-3.708, 2.156, -0.574], [-3.088, 1.020, -0.037], [-3.379, -0.237, -0.571], [-3.389, 3.483, -0.032], [-3.972, 4.461, -0.522], [-2.552, 3.548, 0.879], [-4.498, -1.337, -2.049], [-5.603, 0.676, -2.983], [-5.113, 2.912, -2.054], [-2.382, 1.096, 0.787], [-2.901, -1.125, -0.163], [3.177, 1.292, -5.880], [1.941, 1.910, -5.685], [1.070, 1.439, -4.701], [1.451, 0.345, -3.911], [2.688, -0.282, -4.110], [3.549, 0.197, -5.099], [0.551, -0.139, -2.857], [-0.543, 0.430, -2.725], [0.938, -1.087, -2.158], [3.855, 1.667, -6.645], [1.657, 2.763, -6.299], [0.110, 1.931, -4.561], [2.995, -1.134, -3.507], [4.513, -0.281, -5.259]],
  "forces_ev_per_angstrom": [[-0.65, 0.37, -0.44], [-3.49, 0.72, -2.63], [-2.36, -0.20, -0.35], [1.39, -2.22, 4.60], [-1.20, -1.18, 1.72], [-0.93, 0.25, -0.19], [-3.36, 2.69, 2.55], [2.75, 3.33, 1.62], [4.38, 0.14, -0.88], [0.59, 0.58, 2.32], [1.00, 1.82, -1.04], [0.77, -0.63, 0.91], [2.00, -1.33, -1.20], [-1.93, -3.23, -1.50], [4.16, 1.06, 1.53], [-8.04, -1.22, -3.23], [-3.70, -2.76, 0.32], [4.17, 0.43, -0.38], [-2.77, -0.92, 2.64], [5.97, 2.05, -5.39], [2.26, -1.04, -1.04], [1.24, 2.18, 0.99], [-1.08, 0.12, -2.16], [-1.83, 1.84, 1.62], [0.53, 2.27, 1.16], [-0.89, -0.78, -1.95], [-0.75, -2.46, 0.38], [1.59, -2.19, -0.01], [0.08, 0.13, 0.12], [0.28, 0.06, 0.32], [0.06, -0.02, 0.03], [-0.19, -0.89, -0.36], [-0.10, 0.01, -0.11], [-0.11, 0.50, -0.13], [0.13, 1.20, 0.33], [0.93, -1.43, 0.79], [-1.13, -0.03, -1.17], [0.04, 0.18, 0.11], [0.14, 0.08, 0.18], [0.24, -0.10, 0.25], [-0.16, 0.18, -0.23], [-0.04, 0.45, -0.22], [-0.08, -0.05, 0.10], [0.10, -0.32, 0.23], [0.05, -0.06, 0.04], [0.63, 0.36, -0.71], [-0.04, 0.04, 0.00], [-0.37, 0.19, 0.07], [-0.87, -0.40, 0.98], [1.59, -0.87, -0.16], [-0.60, 1.31, -0.97], [-0.15, -0.08, 0.16], [0.01, -0.19, 0.16], [0.21, -0.26, 0.14], [-0.26, 0.25, -0.03], [-0.22, 0.07, 0.08]],
  "lowdin_charge": [-0.13, -0.64, 0.59, -0.63, 0.59, -0.11, 0.02, -0.01, -0.31, 0.60, -0.42, 0.27, -0.02, 0.01, -0.18, -0.04, 0.03, 0.02, -0.22, -0.05, 0.09, 0.10, 0.08, 0.12, 0.08, 0.08, 0.13, 0.12, -0.07, -0.06, 0.00, -0.14, 0.01, -0.10, -0.32, 0.06, 0.04, 0.10, 0.11, 0.12, 0.10, 0.00, -0.07, -0.07, 0.00, -0.14, 0.00, -0.07, -0.32, 0.06, 0.05, 0.11, 0.11, 0.12, 0.12, 0.11],
  "homo_ev": -8.927,
  "orbital_gap_ev": 6.87,
  "largest_force_ha_per_bohr": 0.17009,
  "smiles": "C/C(Br)=C(/Br)c1ccc(P(O)Br)c2c1C(=O)C=CC2=O.O=[N+]([O-])c1ccccc1.O=[N+]([O-])c1ccccc1",
  "lumo_ha": -0.076
}

Record 4
{
  "formula": "CH2NO2",
  "method": "ωB97M-V/def2-TZVPD",
  "elements": ["N", "C", "O", "O", "H", "H"],
  "coordinates": [[-1.069, 0.459, 0.630], [0.200, -0.029, 0.048], [0.716, 0.718, -0.840], [0.467, -1.236, 0.192], [-1.725, -0.245, 0.315], [-1.287, 1.330, 0.166]],
  "forces_ev_per_angstrom": [[0.66, -0.24, 0.32], [-0.46, -0.37, -3.30], [0.06, 0.53, 1.45], [-0.06, 0.06, 1.33], [-0.24, 0.02, 0.32], [0.04, 0.01, -0.12]],
  "lowdin_charge": [0.04, -0.84, -0.15, -0.12, 0.04, 0.03],
  "homo_ev": -3.543,
  "orbital_gap_ev": 8.36,
  "largest_force_ha_per_bohr": 0.06516,
  "smiles": "NC(=O)[O-]",
  "lumo_ha": 0.177,
  "relative_energy_kj_mol": 31.8,
  "total_charge": -1
}